{
  "formula": "C3H39N2O15",
  "method": "ωB97M-V/def2-TZVPD",
  "species": ["C", "C", "C", "N", "N", "H", "H", "H", "H", "H", "H", "H", "H", "H", "H", "H", "O", "H", "H", "O", "H", "H", "O", "H", "H", "O", "H", "H", "O", "H", "H", "O", "H", "H", "O", "H", "H", "O", "H", "H", "O", "H", "H", "O", "H", "H", "O", "H", "H", "O", "H", "H", "O", "H", "H", "O", "H", "H", "O"],
  "positions_angstrom": [[1.465, 0.362, -1.154], [1.561, 1.849, -1.235], [1.041, 2.601, -2.209], [0.352, 2.086, -3.288], [2.244, 2.513, -0.114], [1.796, -0.116, -2.076], [0.463, -0.001, -0.922], [2.120, -0.052, -0.365], [1.254, 3.666, -2.236], [-0.146, 1.230, -3.091], [-0.160, 2.759, -3.833], [2.717, 1.826, 0.491], [1.547, 3.023, 0.482], [2.926, 3.168, -0.490], [-2.936, 0.644, -0.459], [-2.763, -0.458, -1.536], [-2.801, 0.522, -1.421], [-2.377, 1.367, 1.850], [-3.939, 1.242, 1.592], [-3.090, 1.382, 1.174], [0.219, -2.483, -3.476], [-0.901, -2.846, -2.447], [-0.093, -3.204, -2.876], [1.761, 2.814, 3.496], [1.883, 1.363, 2.941], [1.375, 2.200, 2.857], [-1.311, -0.244, 3.010], [-0.500, -1.602, 3.015], [-1.388, -1.216, 2.934], [-2.166, 2.673, -1.349], [-2.648, 2.866, 0.091], [-2.186, 3.341, -0.646], [0.907, -3.904, 0.358], [0.403, -4.954, 1.445], [0.425, -4.018, 1.237], [-1.395, 1.826, 4.016], [-0.312, 1.827, 2.923], [-1.202, 1.475, 3.149], [0.062, 5.177, 0.417], [-0.577, 3.937, -0.308], [0.289, 4.345, -0.001], [2.102, -0.914, 2.619], [3.575, -0.416, 2.648], [2.679, -0.132, 2.403], [0.409, -0.253, -4.073], [0.596, -1.107, -5.336], [0.801, -1.077, -4.399], [-2.131, -2.475, -0.732], [-3.027, -2.679, -1.976], [-2.267, -2.171, -1.681], [0.955, -2.905, 2.396], [1.317, -2.666, 3.892], [1.145, -2.184, 3.061], [-1.151, -3.393, 0.911], [-1.929, -2.203, 1.555], [-1.991, -2.883, 0.842], [2.204, -4.439, -1.335], [1.066, -3.425, -1.725], [1.727, -3.665, -1.012]],
  "nbo_charge": [-0.69, 0.00, 0.04, -0.80, -0.70, 0.25, 0.24, 0.24, 0.22, 0.38, 0.41, 0.45, 0.49, 0.43, 0.49, 0.50, -1.03, 0.52, 0.50, -1.00, 0.50, 0.50, -1.01, 0.49, 0.52, -1.00, 0.49, 0.49, -1.01, 0.50, 0.51, -0.99, 0.52, 0.50, -1.01, 0.50, 0.52, -0.99, 0.49, 0.53, -1.03, 0.52, 0.49, -1.02, 0.47, 0.49, -0.94, 0.52, 0.49, -1.00, 0.53, 0.50, -1.00, 0.50, 0.52, -1.01, 0.49, 0.52, -1.00],
  "e_tot_ha": -1375.69297,
  "spin_multiplicity": 1,
  "lumo_energy_ev": -2.49,
  "relative_energy_kcal_mol": 12.4,
  "total_charge": 1,
  "orbital_gap_ev": 9.152
}